[1]
The following is a DFT calculation (wB97M-V/def2-TZVPD) of one molecule with the formula C20H26N2O.

As for the spin multiplicity: 1. The relative energy (zero: lowest compared OMol25 entry of this formula, charge and spin) is 117.6 kJ/mol. For the max |F|, the calculation gives 0.36 eV/Å. The charge is 0.

```
49
C20H26N2O wB97M-V/def2-TZVPD
H 1.19394 -1.32972 2.38232
H -2.07542 0.47597 -1.16745
H 1.63937 -0.32429 -1.40483
C 0.53496 2.61081 -1.66948
H 0.37674 -0.53263 -0.18539
H -1.76882 -1.65877 -0.75410
C -0.60550 -2.28572 1.72587
C -0.58975 1.99760 0.33838
H -0.07789 0.53038 -3.29031
H -1.41209 -4.12234 -0.87590
H 0.04126 0.54929 3.46047
H 0.17508 2.88379 2.13535
H -1.36893 1.45175 0.85038
C -0.46809 1.88733 -1.04205
C -2.64523 -1.14259 2.31553
C -1.40972 1.01563 -1.84243
H 0.26549 -1.66242 -3.02048
H 3.60995 5.52799 1.47053
H -0.50478 -4.35119 1.19293
H 2.72013 5.75236 -0.05533
O 2.08523 4.25789 1.23764
H 2.14789 -2.26927 0.08573
H -3.72482 -1.09507 2.29885
C 1.41353 -2.36092 -0.71713
H 2.17706 3.95244 -1.48320
H -0.25589 -3.88533 -2.19431
C 1.28544 3.50501 0.42755
C -1.91683 -0.14633 2.94337
C 0.11442 -1.27863 2.35745
H -2.07045 -2.23956 -2.39999
H 1.93122 -2.75168 -1.60383
C 0.83460 -0.98216 -1.06724
C -0.53411 -0.21926 2.96609
C -1.99330 -2.20750 1.71859
C 0.10781 -3.45104 1.07648
H -2.03185 1.66363 -2.47405
C -0.66081 -3.43863 -1.27645
N -0.78452 0.05655 -2.73804
N 0.43115 -3.34942 -0.33318
H 1.05383 -3.62075 1.60219
C 3.11479 5.01245 0.64900
C -1.30336 -2.09277 -1.63887
H -2.56979 -2.99345 1.25032
C -0.21782 -1.15701 -2.17147
C 1.41044 3.40905 -0.95291
H 0.64050 2.56224 -2.74513
H 3.84048 4.37318 0.13501
H -2.42532 0.68013 3.41855
C 0.26979 2.79298 1.06498
```

Atomic partial charges in e from the Löwdin method, atoms 1 to 8: 0.115, 0.111, 0.120, -0.042, 0.094, 0.087, -0.212, -0.041

[2]
The following is a DFT calculation (wB97M-V/def2-TZVPD) of a 2-piece molecular cluster, C2H3BrOS overall in a non-equilibrium geometry.

As for the spin multiplicity: 1. The relative energy (zero: lowest compared OMol25 entry of this formula, charge and spin) is 499.3 kJ/mol. For the max |F|, the calculation gives 3.04 eV/Å. The charge is 0.

```
8
C2H3BrOS wB97M-V/def2-TZVPD
Br -2.46358 -1.55002 -0.17298
C 0.08135 -0.81377 -0.78713
H 0.10794 -1.94836 -0.64669
H 1.07156 -0.47882 -0.57895
O -3.98968 2.57583 -0.17145
C -1.18982 -0.16403 -0.31796
H 0.08892 -0.79894 -1.89508
S -3.30623 1.99064 0.99741
```

How positive or negative is each atom? The Löwdin charges in e answer that: 0.636, -0.311, 0.056, 0.050, -0.692, -0.504, 0.090, 0.674

[3]
The following is a DFT calculation (wB97M-V/def2-TZVPD) of one molecule with the formula C3H6OS in a non-equilibrium geometry.

As for the spin multiplicity: 1. The relative energy (zero: lowest compared OMol25 entry of this formula, charge and spin) is 194.1 kJ/mol. For the max |F|, the calculation gives 3.86 eV/Å. The charge is 0.

```
11
C3H6OS wB97M-V/def2-TZVPD
C 0.23274 0.23581 -1.36287
H -0.96992 -2.13354 0.58846
H -0.03194 0.82376 1.16746
S -2.07640 -0.02473 0.60747
C -0.70873 -1.08928 0.30372
C -0.50494 -0.09192 1.44892
H 1.05023 0.30615 -2.16094
O 0.15878 -1.00728 -0.74984
H -0.48437 -0.41254 2.45671
H 0.67670 0.93885 -0.53191
H -0.77769 0.46050 -1.58176
```

Atomic partial charges in e from the Löwdin method, atoms 1 to 8: -0.126, 0.128, 0.033, 0.852, -0.658, -0.374, 0.120, -0.184

[4]
The following is a DFT calculation (wB97M-V/def2-TZVPD) of one molecule with the formula C4H10O2 in a non-equilibrium geometry.

As for the spin multiplicity: 1. The relative energy (zero: lowest compared OMol25 entry of this formula, charge and spin) is 292.1 kJ/mol. For the max |F|, the calculation gives 7.08 eV/Å. The charge is 0.

```
16
C4H10O2 wB97M-V/def2-TZVPD
H 0.65251 0.82233 -1.03478
H -0.18822 1.82931 1.19364
H -2.11149 -0.13683 -0.14917
C -1.07998 -0.00045 0.18353
C -0.10455 0.05923 -0.91226
H -0.54416 -0.15868 -1.87935
H -0.72197 2.44066 -0.39089
H 1.87117 -1.26783 -1.40479
C -0.95000 1.75646 0.42149
H 0.11224 -0.74777 1.47403
H 0.65149 -2.28078 -0.50546
C 1.10902 -1.29052 -0.61838
O 1.68909 -0.87377 0.64741
H -1.93138 2.04195 0.79372
H 2.42200 -1.45030 0.88928
O -0.87578 -0.74303 1.29198
```

Atomic partial charges in e from the Löwdin method, atoms 1 to 8: 0.084, 0.059, 0.133, -0.427, -0.100, 0.099, 0.050, 0.090

[5]
The following is a DFT calculation (wB97M-V/def2-TZVPD) of one molecule with the formula C7H12ClNO3 in a non-equilibrium geometry.

As for the spin multiplicity: 1. For the max |F|, the calculation gives 2.82 eV/Å. The charge is 0. The calculation puts the total energy at -27605.3049 eV.

```
24
C7H12ClNO3 wB97M-V/def2-TZVPD
H 1.15776 1.65048 1.39367
H -1.22045 -1.74954 -1.44609
O 0.99107 -0.80388 -2.40609
C 0.39110 -0.66827 -0.24248
H -1.98550 1.86457 -0.59807
H 0.18606 -2.56971 -0.58355
H 1.85431 -0.30879 1.45307
O -2.35523 -0.17772 1.22697
C -1.28750 0.36346 1.28151
H 0.48746 -1.37636 1.81270
C -0.39287 0.67484 0.02826
Cl -0.68772 0.86122 2.87755
C 0.62377 1.76492 0.35878
N 1.31601 -0.37677 -1.33593
O 2.34376 0.23896 -1.14246
H 0.15119 2.73068 0.56019
C 1.22506 -1.12380 0.98772
H -1.22505 -1.91093 0.23810
H -0.85742 1.59809 -1.90783
H 1.63097 -2.13430 0.82701
H 1.45791 1.77057 -0.36705
C -0.57097 -1.78913 -0.56476
C -1.34414 1.15266 -1.06392
H -1.88960 0.31873 -1.38730
```

Atomic partial charges in e from the Löwdin method, atoms 1 to 8: 0.077, 0.106, 0.115, -0.421, 0.093, 0.098, 0.101, 0.064

[6]
The following is a DFT calculation (wB97M-V/def2-TZVPD) of a 6-piece molecular cluster, C32H58F5NO9P2SSi overall in a non-equilibrium geometry.

As for the spin multiplicity: 1. The relative energy (zero: lowest compared OMol25 entry of this formula, charge and spin) is 639.0 kJ/mol. For the max |F|, the calculation gives 5.11 eV/Å. The charge is 0.

```
109
C32H58F5NO9P2SSi wB97M-V/def2-TZVPD
C 2.59366 -0.30463 -1.22918
H 0.53642 3.87613 1.73748
H -0.64594 7.19948 1.57386
F 0.36490 -1.17984 1.64884
O 2.52037 1.69261 0.35314
O 0.00518 -3.81309 -3.22226
C -1.74782 1.27002 -1.61282
H -1.55061 1.70920 -5.20990
S 5.03554 -2.59141 0.88116
H -4.66716 0.58486 1.41198
O -1.04851 5.20872 1.88011
C 1.09547 0.01891 1.64423
C 1.45879 7.33255 -6.74863
H 3.96606 0.30682 1.30585
H 1.44498 5.03880 4.03863
C -3.52484 -0.34635 -0.45475
P 3.13761 -2.12869 1.10693
H 0.45961 7.76232 -6.62197
H 0.65962 6.30285 -8.49936
H -4.39216 -4.39187 0.86528
H 2.97925 6.50582 -5.47780
F 1.38270 0.52755 2.95058
H 1.57954 -5.04246 -3.78555
C 0.40594 -3.45616 7.39324
O -2.63452 -3.33294 0.95549
O 1.05914 5.00493 -6.93160
H 1.02555 -6.13859 5.57700
C 0.49756 -5.09363 -3.64379
C 0.01012 4.46066 2.49549
C 1.40001 6.16066 -7.70865
F 3.10652 0.90444 -1.84617
H -1.91939 -5.99987 1.61547
O 2.16476 -3.25810 0.26776
H -2.01595 -5.74145 -2.72172
H -0.14105 -3.73609 8.29953
H 1.80491 3.04414 -2.42674
H 0.84962 -6.10899 -1.77884
H 1.85509 -3.92169 0.93368
H -4.03709 -1.37029 -0.40893
C -1.18807 -5.49029 -2.04999
C 0.91097 5.46313 3.18661
C 0.72907 0.12513 -3.13495
H 0.03296 -6.24273 7.04663
C -3.31599 -4.58332 0.79365
C -2.54757 -4.49931 3.01564
H -0.60191 6.27685 4.47397
O 2.82135 -2.38187 2.79997
C 1.09520 -0.64660 -1.75437
H -2.18906 -2.36563 2.73367
H 2.13128 -4.15955 6.32685
C -1.99843 -3.32068 2.23895
C 0.49173 -5.55365 6.32949
N 3.45884 2.37497 1.06462
H 1.12777 -1.76975 -2.03489
H -1.79632 -3.40551 -2.27548
H 1.66159 0.30581 -3.77840
O -0.56157 -4.80703 5.70321
H -3.47806 -4.21488 3.51851
H 0.40684 7.52771 3.72886
H -2.02162 6.87229 2.64937
C -1.01214 6.55336 2.37889
H -0.44267 3.77095 3.21648
C 1.89585 6.66485 -5.46377
H 0.29202 -0.54881 -0.95032
C 0.72696 3.05876 -2.05521
C -1.01712 2.45750 -4.51990
H 1.64980 5.85189 2.47801
H 0.16419 5.40440 -5.12741
C -3.20874 2.16382 0.48359
H 0.87343 -2.48487 7.56324
H 2.13085 8.12461 -7.08355
H -0.01664 -7.10641 -2.95869
H 0.08544 -0.62795 -3.73967
H 1.91198 -4.97134 7.88605
H -1.64514 3.46128 -0.64042
C 1.17626 5.33308 -5.54077
C 1.38580 -4.54868 7.02857
C -2.13110 2.42560 -0.60652
O 3.13753 3.53432 1.01121
H 2.20931 -3.14286 2.91381
C 0.09692 -6.09136 -2.57413
H -3.45038 3.01187 1.20168
C -0.06351 6.55698 3.56239
H 1.71066 4.53617 -5.01825
F 0.22287 1.00165 1.05625
H 2.37510 5.97721 -8.17250
H 0.03051 -5.33234 -4.60520
C -0.53065 -3.46148 6.20147
H 0.22036 4.07168 -2.23556
H -0.91890 -3.42059 2.07565
F 3.46309 -1.35206 -1.71751
C -2.84280 -5.49042 1.91264
H -1.54277 -3.14337 6.46219
H 0.63201 2.85917 -0.92108
C -3.90030 0.75744 0.57737
H -1.45045 -5.82352 -1.04501
H -1.85292 -4.87423 3.76951
H -0.15730 -2.81529 5.39936
H 1.64573 7.23276 -4.56597
H -1.73414 3.33537 -4.28013
C -2.43789 -0.12122 -1.57768
H -3.10052 -4.99107 -0.19574
H -2.16653 -0.95728 -2.30404
H -3.57772 -6.24927 2.18676
C -0.89553 -4.00435 -2.12227
H -0.13159 2.95021 -5.08070
P 2.71109 -0.02555 0.65033
Si -0.36930 1.68296 -2.88914
H -0.39392 -3.65398 -1.21327
```

Atomic partial charges in e from the Löwdin method, atoms 1 to 8: -0.411, 0.095, 0.117, 0.046, -0.344, -0.151, -0.231, 0.043

[7]
The following is a DFT calculation (wB97M-V/def2-TZVPD) of a 5-piece molecular cluster, C26H44BrN4O6 overall in a non-equilibrium geometry.

As for the spin multiplicity: 1. For the max |F|, the calculation gives 6.43 eV/Å. The charge is +1. The calculation puts the total energy at -115952.6685 eV.

```
81
C26H44BrN4O6 wB97M-V/def2-TZVPD
H 4.03173 -0.69555 -6.72665
C -3.28540 -1.29585 -4.06111
C 2.68929 1.65355 -1.49246
O 7.40384 -0.11363 -1.06613
H 2.97350 -3.82493 -4.80612
C 6.40343 0.90267 -1.13313
H -2.34025 -2.54323 -0.26993
H 6.68188 1.60864 -1.96786
H 5.08950 -0.46787 -2.26780
H -9.98958 2.42556 6.16225
H -3.99363 -1.41364 -0.57779
C -4.23527 -0.25735 -4.47263
H -6.43437 1.37420 7.08104
H -5.84962 1.09799 -3.72541
O -6.47978 -1.07323 1.24158
H -2.63923 -1.77922 -4.84074
C -8.41464 -0.06008 2.17631
C 0.90385 -0.02314 -1.52996
H 4.44020 -0.12971 -0.61965
H -4.33862 0.06538 -5.53681
C -6.94075 -0.35970 2.11265
H -8.82496 -0.41839 3.12082
H 4.30906 -3.63544 -3.65403
H -10.23224 0.99084 7.20419
H -5.02713 -0.04384 2.99637
H 6.63343 -0.38006 0.85563
H 8.28782 3.92769 4.01935
H 8.14056 -1.37739 0.46522
H 4.68919 2.54530 -1.89145
H 6.56795 -1.86093 -0.27159
C 4.14866 1.57857 -2.09865
C -6.06229 0.25779 3.16816
C -3.19648 -1.72379 -2.65427
N -0.02485 -0.90080 -2.08891
O 6.59101 2.33360 2.00763
C -8.34691 1.05420 6.19433
O -2.27203 -2.76083 -2.39929
C 4.95804 0.33671 -1.49733
H -7.53348 2.76097 7.19676
H -7.77646 1.32629 8.23875
H -8.58043 1.01457 2.07809
O 4.61115 -1.25748 -4.36131
C -5.09377 0.32500 -3.43896
H -0.27331 -1.13054 -3.05236
C -5.03882 -0.03382 -2.02657
H -6.36950 -0.08761 4.15702
H -5.68478 0.38218 -1.22512
H 2.79847 -1.97072 -6.74409
C 7.50804 1.19327 3.87989
H 4.16317 1.44280 -3.21079
H 6.37412 1.48848 -0.16456
H 2.32043 2.71112 -1.36817
C 4.02064 -3.53364 -4.70069
H 2.77972 1.24872 -0.44369
C 3.85307 -1.75782 -6.55669
C -7.46931 1.67264 7.25039
C 4.20129 -2.10107 -5.13142
H 4.65433 -4.18628 -5.30354
H 7.34413 1.56836 4.89170
C 7.42314 2.32743 2.89163
C 7.17287 -0.96552 0.06624
C -0.17842 -1.17955 0.14031
H 4.47937 -2.33197 -7.24154
H -0.52164 -1.55301 1.12353
N 0.76794 -0.21876 -0.15975
N -0.61913 -1.56913 -1.11233
H -10.32996 0.84223 5.44004
C -9.82176 1.35138 6.25938
C 8.41195 3.45301 3.04427
Br 1.52261 0.76824 -4.06428
H 8.48559 0.71239 3.81111
H -8.92248 -0.56950 1.35633
O -7.88334 0.34362 5.32422
N 1.71185 0.79050 -2.19701
H 9.42913 3.07138 2.93873
C -4.05712 -1.09818 -1.65192
H 8.23502 4.19724 2.26760
H -6.12401 1.34655 3.11334
H -1.09394 -3.61721 -0.98053
H 6.73812 0.45576 3.65101
C -1.64936 -2.64647 -1.14087
```

Atomic partial charges in e from the Löwdin method, atoms 1 to 8: 0.083, -0.016, -0.191, -0.205, 0.084, -0.230, 0.136, 0.131

[8]
The following is a DFT calculation (wB97M-V/def2-TZVPD) of a 8-piece molecular cluster, C31H42BClN8 overall in a non-equilibrium geometry.

As for the spin multiplicity: 1. For the max |F|, the calculation gives 5.47 eV/Å. The charge is 0. The calculation puts the total energy at -57944.7126 eV.

```
83
C31H42BClN8 wB97M-V/def2-TZVPD
H -4.23560 -1.88932 0.78864
C -1.52942 4.00487 -5.35847
H 7.32269 4.10457 3.64407
H -0.04691 -1.73704 -1.06702
H -5.32272 3.09828 1.18578
H -3.38469 0.65604 4.20850
C -3.72375 1.13472 3.29958
N -2.96648 -2.73635 6.23787
C -3.31601 -3.18872 2.36827
H -1.40837 -2.96510 -3.08027
H 4.04906 0.30771 2.67155
H -2.51788 0.04921 1.93059
H 10.15157 3.42253 0.42070
H -0.32288 5.71420 -6.01567
H 7.62749 2.72631 -0.32709
C -3.11597 -0.87568 7.44494
H -5.21479 2.64205 3.86011
C -2.00378 -0.76171 6.57702
C -3.07727 -0.52530 -4.11949
C 4.37370 -1.22147 1.01114
C -4.64170 0.27146 -2.71275
H -1.47104 5.21762 -8.42543
N -2.55178 -3.10380 0.28255
H -3.45889 -0.14096 8.16182
H -3.55144 1.36522 0.05737
C -2.20576 -4.05976 2.25927
H 2.82412 -2.67325 -4.00696
C 9.25196 3.48704 1.01892
H 2.36381 -1.63846 -1.76500
C 7.82518 3.85802 2.71828
H -0.93047 -4.48420 0.46411
N -3.21848 0.76352 2.08079
N 7.12428 3.36119 1.65029
H -4.55801 -2.58026 7.65525
H -3.15964 -3.65847 5.86906
N -3.87748 0.35638 -4.79847
H 5.77533 0.54580 1.78692
C 0.31354 -2.13283 -2.00704
C -1.03595 4.93368 -6.24729
H -1.32528 0.07777 6.49698
H -3.77916 0.60364 -5.77460
H 2.94540 -2.99778 1.00642
C -4.64437 2.13733 3.09121
C -3.53146 -0.59959 -2.82175
H -3.91241 -3.00346 3.25219
H -2.90869 2.41471 -5.63339
C -1.75158 -3.98548 0.96153
C -4.70062 2.37507 1.69709
C -2.47450 3.59555 -7.34326
H -1.78267 -4.67450 3.04322
H -3.11609 3.08121 -8.04624
C 5.00227 -0.23339 2.19905
H -2.25617 -1.02403 -4.61690
H -2.45347 -2.85654 -0.69358
Cl 5.24291 -0.66580 -3.00062
C -0.34691 -2.75743 -3.04139
C -4.83086 0.85142 -3.94728
H 4.80890 -3.54499 1.21278
H 5.54912 -0.86181 3.05406
C 3.98466 -2.76111 1.53643
C -1.93666 -1.92351 5.84105
C -3.69424 -2.10344 7.21169
C 1.83684 -2.62956 -3.56683
H -3.10836 -1.21432 -2.03780
C 0.61743 -3.07219 -4.02841
C -1.63455 4.67479 -7.50343
H 9.95522 4.30965 2.97927
H 0.44143 -3.56890 -4.97381
H -5.56129 1.57086 -4.29238
H -1.24530 -2.24108 5.07194
H 3.78279 -2.73488 2.69109
C 9.14953 3.94943 2.35269
C 7.98693 3.12680 0.61133
H -5.23810 0.45672 -1.82883
H -1.33488 3.85267 -4.30528
C -3.50517 -2.60876 1.13374
N -2.40003 3.19128 -6.03569
H 6.51146 -0.85674 -0.65948
H 6.12678 3.19299 1.63213
N 1.64125 -2.05454 -2.33808
B 5.40625 -0.81425 -1.12167
C -3.81221 1.51094 1.09714
N 4.14031 -0.83253 -0.28476
```

Atomic partial charges in e from the Löwdin method, atoms 1 to 8: 0.108, -0.136, 0.104, 0.099, 0.090, 0.095, -0.133, 0.002

Question: What is the charge in the sixth record?
Answer: 0

Question: Among the records above, which one has the highest max |F|?
Answer: C4H10O2